# 1
# C10H23Br3NO5P

C10H23Br3NO5P as an isolated structure (ωB97M-V/def2-TZVPD, OMol25).

multiplicity = 1
molecular weight = 508.0 g mol⁻¹
HOMO = -9.48 eV
E = -241889.314 eV
LUMO = -0.485 eV

Each line ends with the Mulliken charge.
Positions of all 43 atoms, in Å:
Br: 9.36 21.64 -5.76  0.012
Br: 6.40 22.43 -4.61  0.040
Br: 7.05 19.40 -5.38  -0.051
P: 8.31 26.84 -1.30  0.660
O: 7.19 27.52 -2.22  -0.353
O: 7.57 26.53 0.09  -0.108
O: 4.06 24.97 1.52  -0.612
O: 9.56 27.59 -1.20  -0.805
O: 8.42 25.36 -1.93  0.023
N: 4.86 24.23 -0.49  0.345
C: 9.58 23.46 -2.79  -0.626
C: 4.80 27.79 -2.13  -1.309
C: 3.56 23.97 -1.04  -1.135
C: 7.80 21.09 -4.74  -0.329
C: 5.97 23.55 -1.13  -0.930
C: 9.64 24.97 -2.58  -0.564
C: 4.97 24.58 0.82  0.139
C: 5.92 26.82 -2.37  0.925
C: 7.93 27.36 1.23  -0.386
C: 6.98 28.55 1.29  -1.019
H: 10.58 23.09 -3.02  0.521
H: 7.78 26.70 2.09  0.298
H: 7.15 29.27 0.49  0.296
H: 4.78 28.14 -1.10  0.218
H: 6.08 23.93 -2.14  0.153
H: 5.88 26.04 -1.60  -0.689
H: 6.00 24.51 1.21  0.353
H: 8.89 23.24 -3.60  -0.197
H: 4.81 28.65 -2.79  0.366
H: 6.93 23.65 -0.65  0.277
H: 7.02 29.08 2.24  0.426
H: 10.50 25.36 -2.04  0.422
H: 5.94 26.31 -3.33  0.351
H: 5.76 22.48 -1.29  0.386
H: 2.75 24.42 -0.47  0.330
H: 3.85 27.27 -2.31  0.353
H: 3.36 22.89 -1.08  0.370
H: 9.00 27.57 1.22  0.380
H: 5.98 28.10 1.24  0.211
H: 8.13 20.91 -3.73  0.403
H: 3.48 24.35 -2.07  0.307
H: 9.17 22.96 -1.91  0.258
H: 9.69 25.41 -3.58  0.292

# 2
# C10H23ClMgN3O2

C10H23ClMgN3O2 as an isolated structure (ωB97M-V/def2-TZVPD, OMol25).

relative energy (zero: lowest compared OMol25 entry of this formula, charge and spin) = 0.0 kcal per mole
total charge = +1
multiplicity = 1
molecular weight = 277.1 g mol⁻¹
HOMO = -10.12 eV
E = -37268.518 eV
LUMO = -6.330 eV

Each line ends with the Mulliken charge.
Positions of all 40 atoms, in Å:
Cl: -3.19 0.43 -0.67  -0.524
Mg: -3.11 -1.67 -1.45  1.008
O: -3.67 -0.84 -3.34  -0.197
O: 2.15 2.09 1.48  -0.487
N: -4.13 0.85 -4.65  -0.341
N: -4.01 -1.01 -5.54  -0.398
N: 1.79 0.75 1.57  0.211
C: 3.53 0.37 -0.13  -1.832
C: 1.01 -2.04 1.63  -0.396
C: 0.65 0.47 2.50  2.030
C: 2.10 0.04 0.40  1.032
C: 2.21 -1.47 0.84  -1.249
C: -3.96 -0.38 -4.38  0.607
C: 1.01 0.19 -0.76  -1.196
C: 0.60 -1.07 2.68  -1.374
C: -0.69 0.90 1.91  -1.675
C: 0.91 1.22 3.72  -1.830
H: -4.06 1.40 -3.80  0.225
H: 1.23 2.24 3.50  0.415
H: -3.73 -1.98 -5.59  0.217
H: 1.02 -3.06 2.02  0.461
H: -3.99 -0.35 -6.30  0.186
H: 1.61 2.52 0.82  0.359
H: 0.07 -0.02 -0.25  0.214
H: 0.05 1.26 4.38  0.457
H: 1.24 -1.38 3.50  0.339
H: 0.15 -1.96 0.96  0.007
H: -0.43 -1.37 2.87  0.341
H: 3.62 1.44 -0.32  0.410
H: 1.69 0.73 4.32  0.390
H: -1.30 0.05 1.59  0.340
H: -4.31 1.30 -5.54  0.198
H: -0.54 1.59 1.09  0.231
H: -1.23 1.53 2.61  0.358
H: 2.51 -2.15 0.04  0.524
H: 1.14 -0.49 -1.60  0.364
H: 3.08 -1.49 1.49  0.434
H: 4.29 0.15 0.62  0.419
H: 3.70 -0.02 -1.13  0.396
H: 1.03 1.22 -1.09  0.326

# 3
# C10H23N2O3S

A 2-piece molecular cluster, C10H23N2O3S overall (ωB97M-V/def2-TZVPD, OMol25).

relative energy (zero: lowest compared OMol25 entry of this formula, charge and spin) = 42.3 kcal per mole
total charge = +1
multiplicity = 1
molecular weight = 251.4 g mol⁻¹
HOMO = -10.97 eV
E = -30691.660 eV
LUMO = -4.885 eV

Each line ends with the Mulliken charge.
Positions of all 39 atoms, in Å:
S: 2.84 -3.89 -3.23  -0.150
O: -4.02 2.09 0.54  -0.464
O: -1.40 0.64 -0.19  -0.288
O: -2.65 0.61 2.84  -0.254
N: 2.99 0.13 -0.40  -0.466
N: 3.13 -1.18 -2.56  -0.014
C: -1.83 1.94 -0.59  -0.594
C: -4.22 0.76 1.00  -0.292
C: 5.01 -1.23 -1.18  -0.711
C: -4.03 0.60 2.50  -0.574
C: -2.68 2.58 0.50  -0.372
C: 4.20 -2.59 -1.03  -0.547
C: -2.42 1.16 4.13  -0.794
C: -1.18 -0.21 -1.29  -0.745
C: 3.34 -2.43 -2.31  0.277
C: 3.79 -0.34 -1.52  -0.200
H: -2.08 -0.29 -1.91  0.405
H: -5.26 0.53 0.78  0.410
H: 4.07 -4.49 -3.41  0.239
H: 5.60 -0.91 -0.32  0.355
H: -2.86 0.52 4.90  0.331
H: 4.12 0.56 -2.09  0.345
H: 5.58 -1.36 -2.12  0.312
H: -0.94 -1.20 -0.90  0.229
H: 3.48 -2.41 -0.20  0.286
H: -0.93 2.56 -0.75  0.403
H: -2.78 3.64 0.26  0.407
H: -3.61 0.05 0.44  0.092
H: -4.57 1.39 3.02  0.365
H: 4.76 -3.51 -0.91  0.455
H: 2.61 -0.89 -3.38  0.244
H: -0.34 0.15 -1.90  0.232
H: -2.21 2.51 1.48  0.151
H: 2.06 -0.27 -0.41  0.267
H: -1.35 1.22 4.28  0.227
H: -4.44 -0.37 2.81  0.389
H: 3.49 -0.12 0.44  0.313
H: -2.41 1.90 -1.52  0.381
H: -2.84 2.17 4.20  0.349

# 4
# C10H23N6O2Os

C10H23N6O2Os as an isolated structure (ωB97M-V/def2-TZVPD, OMol25).

total charge = +3
multiplicity = 5
molecular weight = 449.6 g mol⁻¹
HOMO (spin up / spin down) = -20.65 / -20.89 eV
E = -26210.404 eV
LUMO (spin up / spin down) = -12.139 / -13.454 eV

Each line ends with the Mulliken charge.
Positions of all 42 atoms, in Å:
Os: -0.62 0.31 0.24  1.307
O: -1.14 2.50 -0.52  -0.619
O: -3.23 3.10 -0.57  -0.536
N: -2.44 -1.34 1.04  -0.572
N: -2.56 1.04 0.12  -0.268
N: -4.90 1.20 0.47  -0.304
N: -3.69 -0.69 1.02  -0.147
N: -2.37 2.34 -0.33  1.128
N: 1.20 0.02 0.98  -0.757
C: -0.87 0.11 -2.81  0.655
C: 3.95 -1.63 2.11  -1.469
C: -2.30 -0.41 -2.97  -1.257
C: 2.24 -0.05 1.48  0.233
C: 4.52 0.71 1.26  -1.464
C: 0.00 -0.31 -4.03  -1.572
C: -3.77 0.55 0.52  0.905
C: 3.41 0.42 3.54  -1.462
C: 3.54 -0.14 2.10  1.737
C: -0.13 -0.49 -1.63  -1.348
H: 4.22 1.76 1.22  0.423
H: 0.95 -0.32 -1.64  0.682
H: -4.51 -1.19 1.34  0.192
H: -2.29 -1.46 -3.27  0.369
H: -2.81 0.14 -3.76  0.421
H: 1.00 0.12 -3.98  0.459
H: 0.06 -1.40 -4.11  0.428
H: 4.40 0.34 3.99  0.399
H: -2.26 -1.68 1.99  0.326
H: 3.11 1.46 3.55  0.417
H: -4.95 2.14 0.08  0.194
H: 2.72 -0.18 4.14  0.413
H: 3.26 -2.24 2.69  0.419
H: -2.48 -2.16 0.42  0.314
H: 4.05 -2.03 1.10  0.408
H: 4.63 0.32 0.25  0.407
H: 4.93 -1.68 2.59  0.406
H: -0.36 -1.55 -1.45  0.636
H: 5.49 0.65 1.75  0.407
H: -0.49 0.07 -4.92  0.396
H: -5.77 0.79 0.80  0.228
H: -0.84 1.20 -2.76  0.279
H: -2.90 -0.32 -2.06  0.187